Record 1
Molecular formula: C22H35CdNO3P2S
Method: DFT, ωB97M-V with the def2-TZVPD basis set

```
65
Properties=species:S:1:pos:R:3
P 0.24 -1.77 -3.51
P 0.55 1.69 -3.16
C -0.02 -0.54 -4.87
C 0.76 0.77 -4.77
H -1.11 -0.38 -4.95
H 0.31 -1.10 -5.76
H 1.84 0.65 -4.94
H 0.36 1.47 -5.53
C -1.07 2.37 -3.69
H -1.51 2.99 -2.91
H -1.76 1.56 -3.94
H -0.89 2.97 -4.59
C 1.63 3.13 -3.44
H 1.23 3.76 -4.24
H 2.63 2.78 -3.70
H 1.67 3.71 -2.51
C -0.97 -3.02 -4.03
H -1.17 -3.70 -3.19
H -0.54 -3.57 -4.87
H -1.90 -2.53 -4.34
C 1.87 -2.44 -3.94
H 2.61 -1.63 -3.97
H 1.77 -2.91 -4.93
H 2.15 -3.19 -3.19
Cd 2.79 0.19 2.57
C -0.80 1.40 -0.53
C -1.98 1.13 -1.12
C -2.46 -0.23 -1.48
C -2.48 -1.21 -0.30
C -1.45 -2.28 -0.43
C -0.18 -2.11 -0.85
C 0.53 -0.77 -0.88
C 0.15 0.40 0.08
C 2.29 -1.90 2.81
H -0.49 2.44 -0.46
H -2.64 1.96 -1.35
H -1.85 -0.64 -2.31
H -3.47 -0.13 -1.90
H -2.44 -0.67 0.66
H -3.47 -1.69 -0.30
H -1.77 -3.29 -0.12
H 0.43 -2.99 -1.11
H 0.31 -0.29 -1.87
H 1.63 -0.92 -0.85
H -0.14 0.04 1.08
H 1.09 0.96 0.25
H 2.71 -2.52 3.61
H 2.45 -2.39 1.84
H 1.20 -1.83 2.99
O -0.87 -0.13 3.24
C -0.17 0.48 4.07
N 1.05 1.05 3.75
S 1.76 1.99 4.92
O 3.12 1.50 5.11
O 1.54 3.39 4.70
C 0.60 1.40 6.13
C 0.69 1.64 7.49
C -0.26 1.03 8.31
C -1.31 0.29 7.75
C -1.43 0.15 6.36
C -0.41 0.67 5.54
H 1.49 2.27 7.87
H -0.18 1.13 9.39
H -2.03 -0.19 8.40
H -2.25 -0.38 5.90
```

Summary:
Kohn-Sham gap = 0.2028 hartree
maximum force = 0.050 hartree/bohr
molecular weight = 567.95 g/mol
spin multiplicity = 1
E_HOMO = -7.06 eV
LUMO = -1.5474 eV
energy above the lowest of the compared OMol25 structures with the same formula, charge and spin = 1.847 eV


Record 2
Molecular formula: C26H64O9S
Method: DFT, ωB97M-V with the def2-TZVPD basis set

```
100
Properties=species:S:1:pos:R:3
C 0.58 2.66 -1.19
C 0.33 1.69 -0.02
C -0.78 0.69 -0.44
C -0.04 2.51 1.22
C 0.12 1.87 2.61
C -0.85 0.69 2.88
C -0.18 -0.59 3.40
S 1.37 -1.04 2.65
O 2.18 -1.65 3.66
O 1.16 -1.75 1.43
O 2.03 0.35 2.25
C 1.54 1.50 2.97
H 0.98 2.09 -2.02
H -0.35 3.11 -1.54
H 1.32 3.42 -0.92
H 1.25 1.12 0.11
H -0.56 -0.31 -0.09
H -0.85 0.65 -1.52
H -1.76 1.02 -0.07
H 0.53 3.44 1.24
H -1.10 2.79 1.11
H -0.13 2.66 3.32
H -1.55 0.99 3.65
H -1.44 0.45 2.00
H -0.80 -1.45 3.19
H -0.01 -0.56 4.48
H 1.63 1.31 4.04
H 2.22 2.33 2.75
C 0.28 -5.41 4.42
C 1.55 -5.24 5.24
C 1.33 -4.32 6.44
O 2.61 -4.75 4.43
H -0.04 -4.44 4.02
H 0.46 -6.08 3.58
H -0.53 -5.82 5.03
H 1.89 -6.22 5.60
H 1.04 -3.32 6.09
H 2.25 -4.21 7.01
H 0.55 -4.70 7.09
H 2.33 -3.89 4.09
C 0.69 -3.68 -3.75
C 0.26 -2.72 -2.66
C 0.18 -3.40 -1.30
O -0.99 -2.12 -2.99
H -0.03 -4.50 -3.85
H 0.74 -3.17 -4.71
H 1.67 -4.12 -3.53
H 0.97 -1.89 -2.61
H -0.56 -4.21 -1.32
H -0.12 -2.69 -0.54
H 1.14 -3.82 -1.01
H -1.66 -2.81 -3.05
C -5.11 1.91 -3.62
C -3.69 1.38 -3.57
C -3.64 -0.05 -3.05
O -2.86 2.23 -2.78
H -5.54 1.92 -2.61
H -5.12 2.94 -4.00
H -5.75 1.30 -4.26
H -3.25 1.42 -4.57
H -4.03 -0.09 -2.03
H -2.61 -0.41 -3.02
H -4.23 -0.72 -3.67
H -3.19 2.22 -1.87
C -2.88 6.15 1.17
C -2.16 5.47 0.01
C -1.95 6.41 -1.16
O -2.87 4.31 -0.41
H -3.87 6.48 0.85
H -3.01 5.45 2.00
H -2.32 7.02 1.53
H -1.19 5.11 0.36
H -2.91 6.76 -1.55
H -1.42 5.90 -1.96
H -1.36 7.29 -0.86
H -3.72 4.60 -0.74
C 2.97 -6.36 1.21
C 2.33 -7.74 1.25
C 2.46 -8.47 -0.08
O 0.96 -7.66 1.64
H 2.47 -5.74 0.46
H 2.88 -5.87 2.18
H 4.03 -6.42 0.95
H 2.81 -8.34 2.04
H 1.95 -7.91 -0.86
H 2.00 -9.46 -0.02
H 3.50 -8.58 -0.37
H 0.50 -7.13 0.97
C 3.41 6.34 -3.01
C 2.08 5.63 -3.20
C 1.59 5.69 -4.64
O 1.10 6.17 -2.31
H 3.31 7.40 -3.27
H 3.74 6.27 -1.98
H 4.18 5.91 -3.65
H 2.18 4.58 -2.89
H 1.44 6.73 -4.94
H 0.64 5.17 -4.74
H 2.31 5.23 -5.32
H 0.99 7.10 -2.54
```

Summary:
Kohn-Sham gap = 0.3699 hartree
maximum force = 0.012 hartree/bohr
SMILES = CC(C)C[C@H]1CCS(=O)(=O)OC1.CC(C)O.CC(C)O.CC(C)O.CC(C)O.CC(C)O.CC(C)O
molecular weight = 552.86 g/mol
spin multiplicity = 1
E_HOMO = -9.61 eV
LUMO = 0.4582 eV
energy above the lowest of the compared OMol25 structures with the same formula, charge and spin = 0.000 eV


Record 3
Molecular formula: C3H8O2Tb
Method: DFT, ωB97M-V with the def2-TZVPD basis set

```
14
Properties=species:S:1:pos:R:3
C 0.47 1.55 -0.03
C -0.73 0.68 -0.12
O -0.96 0.09 -1.32
Tb -1.40 0.85 -3.55
H 1.19 1.35 -0.83
H 0.95 1.42 0.95
H 0.13 2.59 -0.13
H -1.64 1.00 0.40
O -0.63 -1.19 0.61
H -0.82 -1.21 -0.71
C 0.62 -1.68 1.08
H 0.40 -2.60 1.64
H 1.31 -1.89 0.26
H 1.10 -0.96 1.77
```

Summary:
Kohn-Sham gap (alpha / beta) = 0.3115 / 0.2778 hartree
maximum force = 0.102 hartree/bohr
total charge = +2
molecular weight = 235.02 g/mol
spin multiplicity = 8
E_HOMO (alpha / beta) = -17.51 / -17.54 eV
LUMO (alpha / beta) = -9.0316 / -9.9780 eV


Record 4
Molecular formula: C88H162F21N8O18P
Method: DFT, ωB97M-V with the def2-TZVPD basis set

```
298
Properties=species:S:1:pos:R:3
C 1.52 -4.00 6.08
C 1.24 -4.53 7.50
C 1.63 -6.03 7.55
C 0.81 -6.81 8.63
P 1.66 -8.30 9.21
C 3.37 -7.91 9.60
C 3.48 -6.60 10.42
C 3.46 -6.69 11.89
C 3.23 -5.26 12.59
C 1.54 -9.55 7.88
C 0.10 -10.00 7.52
C -0.11 -11.45 7.84
C -1.42 -11.99 7.26
C 0.85 -9.02 10.66
C 1.74 -10.03 11.42
C 1.00 -10.48 12.67
C 1.91 -11.13 13.69
H 0.76 -4.39 5.40
H 2.54 -4.37 5.76
H 1.45 -2.92 5.96
H 0.12 -4.43 7.80
H 1.77 -3.93 8.27
H 2.65 -6.18 7.82
H 1.44 -6.55 6.61
H -0.15 -7.17 8.23
H 0.58 -6.21 9.46
H 3.90 -7.89 8.69
H 3.85 -8.71 10.20
H 2.55 -6.00 10.13
H 4.36 -5.99 10.16
H 4.38 -7.13 12.25
H 2.56 -7.28 12.25
H 2.25 -4.87 12.41
H 3.97 -4.47 12.24
H 3.54 -5.41 13.62
H 2.24 -10.39 8.13
H 1.98 -9.05 6.97
H -0.13 -9.79 6.46
H -0.72 -9.45 8.10
H -0.11 -11.53 8.92
H 0.78 -12.06 7.46
H -1.66 -13.01 7.63
H -1.17 -12.07 6.22
H -2.25 -11.25 7.36
H -0.05 -9.49 10.25
H 0.50 -8.17 11.33
H 2.61 -9.44 11.66
H 2.00 -10.88 10.81
H 0.22 -11.19 12.33
H 0.51 -9.60 13.11
H 2.89 -10.65 13.83
H 2.15 -12.18 13.52
H 1.63 -11.02 14.73
C 0.43 2.06 2.90
N 1.91 1.83 3.01
C 2.16 0.76 4.01
C 2.40 1.24 1.61
C 2.64 3.13 3.35
C 3.03 4.00 2.19
O 1.82 4.34 1.46
H 0.20 2.85 2.18
H 0.08 2.27 3.98
H -0.03 1.16 2.59
H 1.95 1.28 4.97
H 3.19 0.35 3.89
H 1.49 -0.08 3.83
H 2.16 0.18 1.61
H 3.47 1.37 1.55
H 1.91 1.68 0.73
H 3.37 2.79 4.09
H 1.89 3.74 3.95
H 3.71 3.41 1.62
H 3.55 4.83 2.64
H 2.06 4.49 0.49
C -6.30 -1.48 2.63
N -7.34 -0.60 3.09
C -8.77 -1.06 2.69
C -7.39 -0.34 4.50
C -7.08 0.76 2.42
C -5.82 1.45 2.94
O -4.61 1.04 2.33
H -6.55 -2.47 2.91
H -5.44 -1.32 3.20
H -6.31 -1.41 1.52
H -9.51 -0.43 3.21
H -8.74 -2.11 3.00
H -8.85 -1.09 1.63
H -7.87 -1.18 4.89
H -7.86 0.64 4.67
H -6.45 -0.26 5.03
H -7.88 1.40 2.71
H -7.04 0.60 1.37
H -5.89 1.35 4.04
H -5.95 2.51 2.60
H -4.20 0.49 3.06
C 2.61 -0.04 -6.05
N 1.76 -1.00 -6.77
C 0.30 -0.75 -6.37
C 1.96 -0.89 -8.21
C 2.07 -2.41 -6.27
C 1.48 -3.57 -6.96
O 0.00 -3.58 -6.98
H 2.58 -0.34 -4.99
H 2.25 0.91 -6.31
H 3.69 -0.19 -6.41
H 0.20 -0.87 -5.31
H -0.28 -1.53 -6.80
H 0.09 0.26 -6.76
H 1.46 -1.61 -8.83
H 3.01 -0.94 -8.45
H 1.69 0.07 -8.58
H 1.76 -2.39 -5.21
H 3.14 -2.51 -6.32
H 1.81 -4.43 -6.39
H 1.80 -3.80 -8.01
H -0.46 -3.96 -6.23
C -3.31 4.47 -7.96
N -3.15 3.77 -6.66
C -2.03 2.87 -6.76
C -3.02 4.91 -5.60
C -4.47 2.95 -6.31
C -5.13 2.05 -7.36
O -5.84 2.97 -8.27
H -3.36 3.77 -8.81
H -2.48 5.15 -8.13
H -4.23 5.09 -7.89
H -2.29 2.07 -7.52
H -1.85 2.43 -5.80
H -1.13 3.30 -7.08
H -2.26 5.68 -5.89
H -2.79 4.39 -4.68
H -4.02 5.28 -5.56
H -5.24 3.71 -5.99
H -4.26 2.33 -5.49
H -5.92 1.44 -6.82
H -4.44 1.32 -7.80
H -6.42 2.54 -8.87
C -2.60 8.06 -0.79
N -1.46 7.72 -1.58
C -0.37 7.21 -1.07
C 0.77 6.96 -1.78
C 0.76 7.22 -3.16
C -0.43 7.70 -3.68
C -1.49 7.98 -2.87
C 1.96 7.24 -4.02
C 3.24 7.43 -3.48
C 4.35 7.25 -4.29
N 4.26 7.20 -5.66
C 3.02 7.11 -6.21
C 1.88 7.07 -5.40
C 5.40 7.10 -6.52
H -3.47 8.18 -1.40
H -2.37 9.01 -0.23
H -2.84 7.31 -0.06
H -0.40 6.95 0.00
H 1.65 6.62 -1.22
H -0.55 7.86 -4.71
H -2.41 8.22 -3.35
H 3.27 7.65 -2.47
H 5.39 7.40 -3.91
H 2.92 7.15 -7.28
H 0.95 6.92 -5.91
H 6.22 7.22 -5.79
H 5.34 7.95 -7.27
H 5.36 6.17 -7.03
C 0.51 4.35 -3.93
N 0.13 3.30 -2.95
C -0.40 3.60 -1.74
C -0.80 2.59 -0.91
C -0.50 1.25 -1.24
C 0.14 0.90 -2.44
C 0.42 1.97 -3.33
C -0.79 0.14 -0.29
C -1.89 0.11 0.49
C -2.05 -1.01 1.36
N -1.25 -2.07 1.32
C -0.16 -1.98 0.53
C 0.07 -0.91 -0.28
C -1.42 -3.30 2.08
H 0.66 3.78 -4.86
H 1.39 4.78 -3.44
H -0.36 5.00 -3.97
H -0.64 4.68 -1.63
H -1.37 2.81 -0.02
H 0.38 -0.16 -2.64
H 0.72 1.92 -4.41
H -2.77 0.76 0.44
H -2.92 -0.99 2.10
H 0.44 -2.88 0.52
H 0.98 -0.98 -0.84
H -1.24 -4.15 1.41
H -2.36 -3.23 2.53
H -0.60 -3.26 2.78
C 2.17 -2.66 2.34
O 1.77 -3.98 1.82
O 1.31 -2.24 3.23
C 3.57 -2.78 2.86
F 4.38 -3.42 2.00
F 4.06 -1.47 2.98
F 3.73 -3.41 4.06
C 1.66 -5.04 2.76
C 2.36 -6.23 2.16
H 2.16 -7.19 2.59
H 2.27 -6.33 1.09
H 3.45 -6.07 2.30
H 0.61 -5.32 2.90
H 1.99 -4.80 3.77
H 2.45 -2.15 1.34
C -3.51 4.94 -1.51
O -3.01 4.68 -0.10
O -2.72 5.49 -2.32
C -3.92 3.49 -2.06
F -4.12 2.51 -1.25
F -5.15 3.65 -2.80
F -3.05 3.04 -2.99
C -3.87 4.42 0.97
C -3.03 4.08 2.18
H -2.49 5.01 2.36
H -3.73 3.81 3.00
H -2.39 3.10 2.08
H -4.53 3.68 0.60
H -4.45 5.32 1.12
H -4.42 5.52 -1.31
C -3.03 -0.96 4.84
O -3.58 -1.87 5.73
O -3.73 -0.64 3.77
C -2.83 0.36 5.78
F -2.00 1.23 5.11
F -3.91 1.08 5.94
F -2.31 0.18 6.99
C -3.63 -3.22 5.36
C -3.95 -4.06 6.58
H -5.00 -4.36 6.60
H -3.37 -4.96 6.71
H -3.74 -3.45 7.43
H -2.69 -3.47 4.85
H -4.33 -3.26 4.58
H -1.97 -1.26 4.68
C 3.37 4.02 -1.87
O 3.24 2.56 -1.91
O 2.50 4.63 -1.11
C 4.87 4.27 -1.41
F 5.18 5.62 -1.43
F 5.07 3.80 -0.11
F 5.78 3.75 -2.20
C 3.62 1.95 -3.23
C 3.68 0.44 -2.93
H 4.30 -0.13 -3.66
H 4.11 0.42 -1.93
H 2.66 -0.05 -2.83
H 4.61 2.27 -3.59
H 2.78 2.23 -3.96
H 3.40 4.35 -2.95
C -0.58 7.55 -7.90
O 0.80 7.52 -8.43
O -0.75 6.59 -6.93
C -0.78 9.01 -7.55
F -0.88 9.75 -8.64
F -1.84 9.21 -6.77
F 0.23 9.49 -6.81
C 1.05 7.93 -9.72
C 2.57 7.80 -10.10
H 2.97 6.86 -9.84
H 2.81 7.95 -11.18
H 3.17 8.48 -9.54
H 0.69 8.95 -9.88
H 0.44 7.33 -10.50
H -1.32 7.49 -8.68
C 1.00 -3.07 -2.84
O 1.74 -4.04 -3.55
O 1.11 -1.80 -3.29
C -0.53 -3.55 -2.92
F -0.92 -4.06 -4.12
F -1.03 -4.48 -1.99
F -1.40 -2.50 -2.65
C 2.78 -4.84 -2.94
C 3.76 -4.02 -2.15
H 3.30 -3.37 -1.27
H 4.43 -4.73 -1.66
H 4.28 -3.31 -2.81
H 3.22 -5.40 -3.75
H 2.31 -5.57 -2.27
H 1.24 -3.27 -1.83
C 1.30 3.27 -7.24
O 0.79 2.68 -8.45
O 1.07 2.40 -6.32
C 2.85 3.54 -7.40
F 3.48 2.45 -7.68
F 3.19 4.43 -8.43
F 3.34 4.04 -6.27
C 0.37 3.71 -9.41
C 0.11 3.18 -10.76
H -0.85 2.61 -10.78
H 0.01 3.95 -11.56
H 0.92 2.54 -11.01
H 1.15 4.48 -9.51
H -0.37 4.42 -9.07
H 0.77 4.25 -7.16
```

Summary:
Kohn-Sham gap = 0.2314 hartree
maximum force = 0.076 hartree/bohr
total charge = +2
molecular weight = 2050.23 g/mol
spin multiplicity = 1
E_HOMO = -10.62 eV
LUMO = -4.3269 eV


Record 5
Molecular formula: C8H7N3O
Method: DFT, ωB97M-V with the def2-TZVPD basis set

```
19
Properties=species:S:1:pos:R:3
N -2.80 -2.76 0.68
C -2.41 -1.86 0.09
C -1.80 -0.83 -0.57
C -0.28 -0.94 -0.41
N 0.40 -2.08 -0.62
C 1.67 -2.15 -0.23
C 2.27 -1.04 0.36
C 1.60 0.22 0.51
C 0.28 0.26 0.11
N -0.60 1.28 0.28
C -1.98 0.86 0.19
O -2.79 1.66 -0.57
H -2.04 -0.78 -1.63
H 2.34 -2.93 -0.27
H 3.37 -1.22 0.66
H 2.02 1.04 0.91
H -0.29 1.93 0.91
H -2.41 0.54 1.12
H -2.32 1.82 -1.31
```

Summary:
Kohn-Sham gap = 0.3430 hartree
maximum force = 0.105 hartree/bohr
SMILES = N#C[C@@H]1c2ncccc2N[C@H]1O
molecular weight = 161.16 g/mol
spin multiplicity = 1
E_HOMO = -8.77 eV
LUMO = 0.5588 eV
energy above the lowest of the compared OMol25 structures with the same formula, charge and spin = 2.989 eV